Record 1
37
Properties=species:S:1:pos:R:3:forces:R:3 method="wB97M-V/def2-TZVPD" homo_energy_ev=-8.4077 gap_ha=0.343 smiles=Cc1cc(C)c(OCCN2CCCC2)c(Cl)c1 fmax_ev_per_a=0.594 e_above_lowest_kcal_mol=20.64
C -5.387394 -1.536727 -0.012747 0.02 -0.02 -0.09
C -4.033121 -0.898830 -0.076889 0.08 0.04 0.03
C -3.893092 0.476682 -0.182175 0.12 -0.15 0.01
C -2.647653 1.083819 -0.258434 0.26 -0.05 -0.03
C -2.530664 2.574635 -0.361991 0.08 -0.01 0.03
C -1.496745 0.291260 -0.233607 -0.07 0.04 0.06
O -0.257337 0.876876 -0.349993 -0.34 -0.29 -0.25
C 0.476766 0.974770 0.858876 0.38 0.29 0.35
C 1.921224 1.329512 0.514414 -0.42 -0.13 0.05
N 2.637613 0.213469 -0.050060 0.04 -0.03 -0.03
C 3.838053 0.589568 -0.773226 0.08 0.08 -0.14
C 4.577452 -0.733602 -0.997177 0.02 0.09 -0.04
C 4.007962 -1.677108 0.077207 -0.05 -0.01 0.11
C 3.075336 -0.789050 0.900738 -0.04 -0.15 0.09
C -1.640244 -1.093937 -0.144522 -0.01 0.17 -0.04
Cl -0.234676 -2.101148 -0.162021 0.14 -0.12 -0.02
C -2.888141 -1.683879 -0.062694 0.02 0.14 0.01
H -5.690539 -1.865112 -1.007059 -0.10 -0.05 -0.03
H -5.373505 -2.407919 0.637721 -0.07 -0.06 0.05
H -6.130769 -0.832977 0.352711 -0.09 0.00 0.03
H -4.775784 1.099972 -0.203369 -0.12 0.08 0.00
H -2.671575 3.031550 0.617981 0.01 0.10 0.02
H -3.290925 2.971222 -1.030905 -0.04 0.06 -0.03
H -1.547241 2.847159 -0.734526 0.00 0.11 -0.01
H 0.043777 1.768961 1.487741 0.04 -0.12 -0.08
H 0.433717 0.034811 1.418694 -0.03 0.06 -0.05
H 1.893937 2.125969 -0.233115 0.01 0.06 0.09
H 2.414789 1.720756 1.426041 -0.01 0.00 -0.11
H 3.567402 1.085436 -1.706931 0.06 0.08 0.03
H 4.464438 1.281406 -0.180263 -0.03 0.00 -0.02
H 5.654054 -0.603004 -0.896589 0.01 0.00 -0.06
H 4.374515 -1.121458 -1.993626 0.04 0.00 -0.03
H 3.436975 -2.479202 -0.387530 0.01 -0.05 0.02
H 4.786155 -2.123316 0.694304 -0.02 -0.06 0.00
H 2.226851 -1.343660 1.300949 0.01 0.02 0.09
H 3.621317 -0.328725 1.746828 -0.03 0.01 -0.03
H -2.962923 -2.758165 0.005241 0.03 -0.12 0.01

Record 2
37
Properties=species:S:1:pos:R:3:forces:R:3 method="wB97M-V/def2-TZVPD" homo_energy_ev=-9.1795 gap_ha=0.365 smiles="CCCCCCN(C(=O)CCl)c1ccccc1" fmax_ev_per_a=0.487 e_above_lowest_kcal_mol=0.00
C 2.815414 -2.113472 -1.883138 0.19 0.17 0.01
C 3.413219 -0.719282 -2.034383 -0.23 0.03 -0.12
C 2.396212 0.399421 -1.806617 0.23 -0.14 0.24
C 1.889311 0.466542 -0.368418 -0.14 0.27 -0.33
C 0.937205 1.641132 -0.158619 0.06 -0.23 0.31
C 0.355297 1.662348 1.255150 0.32 0.32 -0.17
N -0.491184 0.507008 1.508262 -0.05 0.33 -0.16
C -0.072694 -0.447675 2.365693 -0.19 -0.38 0.21
O 1.008044 -0.418396 2.918654 0.20 -0.14 0.12
C -1.051615 -1.584996 2.640170 0.13 -0.14 0.10
Cl -2.550380 -0.960825 3.374550 -0.14 -0.13 0.24
C -1.707735 0.446290 0.777843 -0.25 -0.12 -0.28
C -1.860726 -0.472385 -0.253815 0.06 0.15 0.12
C -3.039175 -0.509174 -0.977901 -0.10 -0.06 -0.05
C -4.063777 0.374002 -0.683996 -0.04 -0.06 -0.06
C -3.906712 1.299097 0.334544 0.03 0.09 0.02
C -2.732160 1.339927 1.063037 0.07 -0.01 -0.10
H 3.550613 -2.869406 -2.149464 0.00 -0.14 0.00
H 2.503552 -2.294983 -0.857872 -0.07 -0.09 0.09
H 1.952585 -2.230978 -2.536072 -0.12 -0.06 -0.06
H 4.239708 -0.602297 -1.330350 0.09 0.04 -0.03
H 3.820822 -0.617920 -3.043147 0.09 0.01 0.03
H 1.548531 0.258377 -2.482464 -0.05 0.05 -0.08
H 2.862685 1.354828 -2.059952 -0.06 0.06 -0.05
H 1.372127 -0.460204 -0.117791 0.02 -0.08 0.09
H 2.735292 0.562486 0.314785 0.04 -0.07 0.09
H 0.119452 1.586970 -0.882586 0.01 0.08 -0.06
H 1.468824 2.579791 -0.325569 -0.02 0.06 -0.05
H -0.237784 2.570359 1.399184 0.04 -0.06 0.06
H 1.158316 1.632842 1.994427 -0.13 0.09 -0.06
H -0.593275 -2.266594 3.356155 -0.01 0.15 -0.16
H -1.333858 -2.116799 1.732717 0.05 0.02 0.10
H -1.053507 -1.150620 -0.491146 0.11 -0.04 -0.01
H -3.154028 -1.226784 -1.776666 -0.01 -0.05 -0.07
H -4.983024 0.342339 -1.248965 -0.08 0.00 -0.05
H -4.704078 1.988846 0.566766 -0.07 0.06 0.02
H -2.611498 2.050184 1.866994 0.03 0.04 0.10

Record 3
52
Properties=species:S:1:pos:R:3:forces:R:3 method="wB97M-V/def2-TZVPD" homo_energy_ev="-4.3986 / -4.8569" gap_ha="0.231 / 0.248" fmax_ev_per_a=0.984 e_above_lowest_kcal_mol=0.00 charge=-1 multiplicity=2
Co 0.676316 1.363182 0.853265 0.67 0.44 0.57
S 0.776106 0.796031 3.068493 -0.21 0.20 -0.01
C 2.427207 0.427726 2.780060 0.09 -0.12 0.18
S 2.883447 0.868539 1.186709 0.02 -0.02 -0.17
C 3.259304 -0.192090 3.696012 0.35 -0.37 0.40
C 2.769259 -0.566408 4.997520 0.27 0.19 -0.55
N 2.375349 -0.865565 6.039514 0.01 -0.05 0.00
C 4.623690 -0.523703 3.372645 -0.64 0.19 0.17
N 5.715522 -0.797957 3.121221 0.00 -0.03 0.01
C -0.525381 -3.619112 1.376680 0.03 0.15 -0.12
N 0.349745 -3.145506 0.226620 -0.12 0.11 0.04
C -0.429247 -3.278247 -1.076720 0.01 0.14 0.20
N -1.661886 -2.573600 -1.010452 0.02 0.12 -0.01
C -2.448301 -3.029554 0.134087 0.11 0.13 0.03
N -1.745755 -2.895786 1.408596 0.00 0.08 0.03
C -1.588849 -1.479858 1.820029 -0.22 -0.07 -0.07
P -0.732449 -0.443077 0.549889 0.55 -0.38 -0.37
C 0.726212 -1.693664 0.446839 0.02 -0.22 0.00
C -1.490398 -1.095391 -1.014026 -0.12 -0.18 0.10
H 0.048164 -3.461441 2.287973 0.01 -0.01 0.05
H -0.704246 -4.684203 1.218646 -0.04 -0.06 -0.03
H 1.179794 -3.735384 0.174777 0.07 0.05 0.01
H -0.592725 -4.346750 -1.227962 -0.05 -0.06 -0.01
H 0.213004 -2.871778 -1.855431 0.00 0.01 -0.06
H -2.704743 -4.081757 -0.010270 0.01 -0.07 -0.03
H -3.364280 -2.443730 0.178377 -0.01 0.01 0.01
H -1.017265 -1.429771 2.747316 0.03 -0.04 0.01
H -2.576103 -1.067783 2.006961 -0.02 0.01 0.01
H 1.285691 -1.647169 1.382550 0.01 -0.02 0.02
H 1.377710 -1.391470 -0.371149 0.00 -0.04 0.03
H -0.839458 -0.821319 -1.844249 -0.02 -0.06 0.02
H -2.457223 -0.626302 -1.173770 -0.03 0.01 0.04
C -0.354834 4.135827 -3.522671 -0.05 -0.08 0.03
N 0.477896 3.175621 -2.833798 0.20 -0.11 -0.18
C 0.657300 1.829032 -3.335018 -0.06 0.23 -0.06
C 1.127353 1.088540 -2.097947 -0.07 0.27 0.30
O 1.406331 -0.091796 -2.098024 0.15 -0.09 0.01
N 1.112295 1.959185 -1.025725 -0.52 -0.42 -0.53
C 0.637870 3.119543 -1.497767 -0.24 0.45 0.34
N 0.396294 4.163872 -0.700196 0.24 0.13 -0.34
H -0.043350 4.193511 -4.564243 0.02 -0.03 -0.03
H -0.231588 5.131373 -3.101207 0.05 -0.01 0.03
H -1.410589 3.855143 -3.473453 0.00 -0.03 0.07
H 1.383982 1.770260 -4.144527 0.03 -0.01 -0.03
H -0.291867 1.390074 -3.654455 -0.04 0.03 0.01
H 0.122270 3.878695 0.245673 -0.13 -0.11 0.01
H -0.231102 4.856733 -1.074127 0.01 0.02 -0.02
O -2.401205 0.827345 0.809548 -0.59 0.24 -0.27
S -2.155315 2.215567 0.249289 0.43 -0.37 0.30
O -1.784084 2.078393 -1.175475 -0.11 0.11 0.13
O -0.929309 2.704313 1.031941 -0.37 -0.34 -0.29
O -3.296568 3.071688 0.471429 0.23 0.05 0.04

Record 4
42
Properties=species:S:1:pos:R:3:forces:R:3 method="wB97M-V/def2-TZVPD" homo_energy_ev="-8.9823 / -11.4165" gap_ha="0.236 / 0.226" fmax_ev_per_a=5.068 e_above_lowest_kcal_mol=0.00 charge=+1 multiplicity=5
C -2.654106 2.606128 -2.111211 0.04 0.32 -0.04
O -1.444034 1.937110 -2.538443 0.41 -0.39 1.38
C -0.800140 1.148554 -1.603820 2.24 -1.14 -4.40
C -1.164137 1.117869 -0.260237 -1.61 0.45 2.77
C -0.876171 -0.038693 0.592180 -0.03 -0.36 -0.15
C -0.250665 -1.211603 -0.193039 -1.08 0.42 -0.41
C 0.562850 -0.851723 -1.386358 1.34 -1.22 1.05
C 0.228620 0.261450 -2.097501 -2.06 3.07 -0.36
Fe 0.615928 3.614332 -1.186345 -1.45 -0.91 -0.45
C 1.689516 3.069426 0.077447 2.24 -1.52 2.33
O 2.516589 2.718076 0.820638 -1.46 0.65 -1.13
C 0.444862 5.270116 -0.652634 -1.67 4.03 2.07
O 0.281679 6.326336 -0.189790 0.75 -2.28 -1.22
C 1.917891 3.883128 -2.313415 3.58 -0.79 -3.39
O 2.839151 3.861375 -3.026484 -2.04 0.49 1.67
H -2.402269 3.655016 -1.890774 -0.25 -0.25 -0.10
H -3.336238 2.542477 -2.960483 0.09 0.12 0.17
H -3.120334 2.148640 -1.224536 0.22 0.07 -0.54
H -1.719365 1.943459 0.192692 0.39 -0.25 -0.10
H -0.198693 0.270538 1.405674 -0.23 -0.15 -0.21
H -1.795582 -0.437082 1.069625 0.31 0.37 0.03
H -1.102621 -1.794271 -0.581760 0.22 0.16 0.05
H 1.284339 -1.589846 -1.773006 -0.54 0.59 0.06
H 0.667314 0.513418 -3.062647 -0.26 -0.37 0.08
O 1.461504 -0.535137 2.485152 0.61 -0.01 -0.07
C 2.418616 -0.902525 1.466043 0.06 0.68 0.30
C 1.892400 -2.153981 0.794840 -0.33 -0.80 0.12
N 0.379488 -2.107070 0.805863 0.78 -1.29 0.74
C -0.269733 -3.480306 0.849093 0.47 0.10 -0.01
C -1.728922 -3.339336 1.232510 -0.06 0.12 0.48
O -1.746104 -2.576806 2.446347 -0.23 -0.20 -0.21
H 1.823579 0.161670 3.055861 -0.05 -0.29 -0.28
H 2.520296 -0.102748 0.718565 0.09 -0.04 0.35
H 3.377050 -1.124961 1.955727 -0.12 0.13 -0.44
H 2.230060 -2.282886 -0.237378 0.10 0.11 0.45
H 2.184273 -3.036103 1.378894 -0.22 0.17 -0.18
H 0.207042 -1.724091 1.746136 -0.33 0.17 -0.08
H -0.115882 -3.962844 -0.123011 -0.15 0.10 0.19
H 0.251376 -4.051936 1.627598 -0.08 0.17 -0.24
H -2.293077 -2.810662 0.452258 -0.09 -0.39 0.16
H -2.137478 -4.341694 1.411891 0.00 0.18 -0.29
H -2.638863 -2.592795 2.827846 0.40 0.00 -0.14

Record 5
44
Properties=species:S:1:pos:R:3:forces:R:3 method="wB97M-V/def2-TZVPD" homo_energy_ev=-8.9620 gap_ha=0.302 smiles="CCOC(=O)CSc1ccc(S(=O)(=O)N(CC)CC)cc1[N+](=O)[O-]" fmax_ev_per_a=1.568 e_above_lowest_kcal_mol=75.32
C 0.706463 5.112231 2.148688 -0.18 -0.16 -0.32
C 0.664398 4.500035 0.757236 0.44 -0.09 0.30
O -0.678349 4.409704 0.264947 -0.08 0.33 -0.17
C -1.405847 3.378775 0.674271 -0.39 0.02 0.05
O -1.018725 2.514126 1.418539 0.08 0.10 0.23
C -2.767167 3.373769 0.027215 0.02 -0.34 -0.16
S -2.634380 2.462054 -1.558568 -0.07 0.24 -0.21
C -1.399985 1.233844 -1.259671 -0.29 0.03 0.19
C -0.374549 1.183032 -2.207740 -0.11 -0.03 0.21
C 0.697310 0.327017 -2.058838 0.18 -0.17 0.03
C 0.773917 -0.478168 -0.932735 0.41 -0.12 -0.15
S 2.208821 -1.531413 -0.655021 -0.38 0.13 0.04
O 2.896364 -1.013549 0.489773 -0.16 -0.11 0.20
O 2.911571 -1.617942 -1.903371 -0.28 -0.06 -0.07
N 1.526091 -2.980316 -0.269377 0.67 0.92 -0.21
C 1.698631 -3.538137 1.052599 0.04 -0.02 0.64
C 0.385541 -3.983904 1.689298 0.27 0.06 -0.17
C 1.164639 -3.838392 -1.375164 -0.39 -0.11 -0.64
C -0.279557 -3.623534 -1.822806 0.23 -0.16 0.01
C -0.239115 -0.477390 -0.006382 -0.39 0.09 0.25
C -1.353412 0.341024 -0.179152 1.24 -0.19 -0.94
N -2.446402 0.142690 0.736044 -0.54 -0.13 0.28
O -2.307550 -0.697154 1.597581 0.03 -0.16 0.33
O -3.468878 0.768651 0.552483 -0.16 -0.15 0.14
H 0.190207 4.467341 2.855445 0.00 -0.02 0.07
H 1.739928 5.220307 2.463875 0.12 0.04 0.06
H 0.230530 6.089894 2.145983 0.00 0.10 0.02
H 1.183457 5.128096 0.031151 -0.06 -0.12 0.06
H 1.104461 3.497310 0.768704 -0.04 0.17 -0.08
H -3.075853 4.376117 -0.260339 0.03 -0.01 0.00
H -3.505847 2.880317 0.658633 0.22 0.22 -0.02
H -0.431957 1.851590 -3.052885 0.05 0.09 -0.04
H 1.495120 0.284315 -2.783112 0.05 0.05 -0.15
H 2.391400 -4.389695 1.009852 -0.01 0.14 -0.02
H 2.163005 -2.751194 1.647822 0.01 -0.25 0.11
H 0.581418 -4.342260 2.696465 -0.02 -0.08 0.10
H -0.324885 -3.163870 1.750531 -0.10 0.08 0.01
H -0.065429 -4.792366 1.119230 -0.11 -0.10 -0.02
H 1.841827 -3.612973 -2.203552 -0.07 -0.29 0.05
H 1.315452 -4.878829 -1.076272 0.09 0.09 0.06
H -0.966003 -3.770613 -0.993378 -0.11 0.00 0.08
H -0.411027 -2.614520 -2.206071 -0.07 0.06 -0.06
H -0.527320 -4.328942 -2.611868 -0.09 -0.05 -0.11
H -0.188314 -1.117080 0.859936 -0.08 -0.04 0.04

Record 6
38
Properties=species:S:1:pos:R:3:forces:R:3 method="wB97M-V/def2-TZVPD" homo_energy_ev=-8.0501 gap_ha=0.322 smiles="COc1ccccc1NC(=S)NC1CCCCC1" fmax_ev_per_a=0.770 e_above_lowest_kcal_mol=4.26
C -0.982168 -0.048560 -2.450623 0.07 0.21 -0.37
O -1.047310 -0.700703 -1.194188 -0.39 -0.07 0.58
C -2.139095 -0.354722 -0.410968 0.03 0.02 -0.11
C -3.054695 -1.357547 -0.121489 0.10 0.02 -0.01
C -4.179645 -1.099189 0.637447 0.01 -0.03 -0.04
C -4.408205 0.186704 1.098479 -0.05 0.04 -0.01
C -3.493789 1.185354 0.834687 0.08 -0.07 -0.02
C -2.328696 0.935063 0.107134 -0.06 -0.48 0.02
N -1.458076 2.008181 -0.112419 -0.12 0.08 -0.09
C -0.095085 2.099623 0.021871 0.00 0.00 0.17
S 0.561757 3.616608 -0.108977 0.27 0.71 -0.11
N 0.613222 0.997844 0.280850 -0.49 -0.26 -0.08
C 2.054611 0.972882 0.392745 0.66 0.26 0.13
C 2.697711 0.331018 -0.841914 -0.28 0.00 0.00
C 2.422980 -1.168919 -0.916135 0.34 0.04 0.02
C 2.896724 -1.861878 0.357487 -0.31 -0.10 -0.03
C 2.195262 -1.267088 1.574331 0.35 0.05 0.04
C 2.467388 0.232305 1.667912 -0.24 -0.02 -0.03
H -0.127802 -0.480882 -2.968084 -0.02 0.04 -0.03
H -1.892174 -0.233887 -3.028512 0.03 -0.03 0.04
H -0.836916 1.029621 -2.346913 0.01 -0.05 0.00
H -2.866236 -2.342179 -0.521246 0.04 -0.09 -0.05
H -4.881639 -1.890336 0.848817 -0.06 -0.08 0.02
H -5.295038 0.410865 1.670936 -0.07 0.03 0.06
H -3.663177 2.186228 1.205131 0.02 0.10 0.07
H -1.894590 2.921520 -0.071107 0.23 -0.14 -0.11
H 0.160022 0.098224 0.204227 -0.10 0.13 -0.03
H 2.371957 2.019508 0.459750 -0.10 -0.28 -0.01
H 3.775049 0.499099 -0.789651 0.07 0.03 -0.02
H 2.324843 0.830605 -1.738467 0.06 0.10 -0.01
H 2.939816 -1.588308 -1.782047 -0.09 -0.02 -0.05
H 1.354881 -1.350409 -1.048843 -0.07 -0.05 -0.06
H 2.692672 -2.932760 0.296579 0.09 -0.03 0.01
H 3.976366 -1.731451 0.462810 0.08 -0.04 0.01
H 2.548749 -1.755666 2.484691 -0.12 -0.03 0.03
H 1.120499 -1.450540 1.501293 -0.10 -0.07 0.05
H 3.535327 0.394169 1.824728 0.06 0.02 0.03
H 1.934513 0.659587 2.519692 0.06 0.08 0.01